A molecular structure, C5H12N2OP2 in a non-equilibrium geometry. Source: the Open Molecules 2025 dataset; level of theory: ωB97M-V/def2-TZVPD.

Its total energy is -28981.516 eV. The calculation puts the maximum force at 4.97 eV/Å. The lowest unoccupied orbital energy is 0.83 eV. The value obtained for the HOMO-LUMO gap is 9.205 eV.

Geometry as XYZ:
```
22
Properties=species:S:1:pos:R:3:mulliken_charge:R:1
C -0.5688 1.4130 -0.1030 0.37
C -1.2239 0.7050 1.0071 -0.46
C -1.8751 -0.1888 -1.2295 -0.66
C -1.5342 -0.5552 0.2617 0.64
C -1.2497 -1.8445 0.6041 -1.45
N -0.9327 0.8550 -1.2931 -0.02
N 1.3645 -0.0048 0.4098 -0.15
O 0.2947 2.2587 -0.0120 -0.76
P 2.3548 1.2219 0.0804 0.12
P 2.1435 -1.5916 0.2231 -0.12
H -0.6608 0.3961 1.8346 0.40
H -2.1824 1.0938 1.3018 0.31
H -1.7824 -1.0900 -1.8621 0.33
H -2.8758 0.2849 -1.4392 0.24
H 3.6992 0.7967 0.0252 0.05
H -0.7597 -2.0317 1.5161 0.50
H -1.2617 -2.6726 0.0260 0.43
H -0.6237 1.2081 -2.1230 0.15
H 2.5586 2.2901 0.9020 0.07
H 2.4060 1.8497 -1.2119 0.05
H 1.1451 -2.4092 -0.3446 -0.03
H 1.5645 -1.9847 1.4265 -0.02
```